Density functional theory data (ωB97M-V/def2-TZVPD) for ClH8O5V as an isolated structure at a distorted geometry.

For the energy, the calculation gives -1784.6483 Ha. Its expectation value of S² is 0.855. As for the energy above the lowest of the compared OMol25 structures with the same formula, charge and spin: 248.7 kcal/mol.

ORCA input file:
```
! wB97M-V def2-TZVPD RIJCOSX def2/J DEFGRID3
* xyz 1 2
O -1.14 -2.41 -1.19
V -1.45 -1.07 -2.03
Cl -0.35 -0.20 -0.64
O 2.15 -0.48 -0.19
H 2.32 0.29 0.35
H 1.22 -0.41 -0.43
O 0.03 2.27 -1.22
H 0.12 2.24 -2.17
H -0.37 1.44 -0.99
O -0.87 1.43 1.35
H -1.08 0.74 0.73
H -0.16 1.08 1.89
O 0.02 -1.96 1.35
H 0.10 -1.67 2.26
H -0.52 -1.29 0.93
*
```



Density functional theory data (ωB97M-V/def2-TZVPD) for a 5-piece molecular cluster, C35H51BClNO16 overall at a distorted geometry.

For the energy, the calculation gives -3107.9049 Ha. Its SMILES is COB(O)c1cc(CCCCn2cccc2)cc2c1C(=O)C(Cl)=CC2=O.CCOC(=O)OC.CCOC(=O)OC.CCOC(=O)OC.CCOC(=O)OC.

ORCA input file:
```
! wB97M-V def2-TZVPD RIJCOSX def2/J DEFGRID3
* xyz 0 1
C -5.95 -0.51 1.28
O -6.11 -1.61 2.22
B -5.26 -2.63 1.76
O -5.69 -3.53 0.75
C -3.77 -2.90 2.34
C -2.69 -1.99 1.99
C -1.32 -2.19 2.49
C -0.26 -1.13 1.96
C -0.73 0.33 2.30
C -0.01 1.51 1.50
C 1.30 1.11 0.72
N 1.05 0.49 -0.62
C 2.00 -0.45 -0.98
C 1.48 -0.92 -2.31
C 0.23 -0.16 -2.57
C -0.02 0.73 -1.45
C -1.00 -3.32 3.36
C -2.09 -4.24 3.72
C -3.45 -4.05 3.20
C -4.50 -5.12 3.61
O -5.36 -5.56 2.89
C -4.33 -5.67 5.07
Cl -5.74 -6.08 6.09
C -3.08 -5.84 5.55
C -1.85 -5.46 4.67
O -0.80 -6.05 4.73
H -4.92 -0.10 1.46
H -6.71 0.28 1.48
H -6.05 -0.84 0.21
H -4.91 -3.61 0.17
H -2.95 -1.13 1.31
H 0.73 -1.40 2.41
H -0.17 -1.34 0.86
H -0.51 0.50 3.39
H -1.83 0.49 2.16
H 0.31 2.26 2.28
H -0.72 2.07 0.84
H 2.03 0.51 1.33
H 1.83 2.08 0.49
H 2.91 -0.80 -0.46
H 1.91 -1.71 -2.97
H -0.44 -0.25 -3.45
H -0.83 1.45 -1.24
H 0.04 -3.46 3.72
H -2.87 -6.24 6.56
C 2.50 -6.65 0.97
C 2.16 -5.27 0.47
O 3.31 -4.59 -0.05
C 3.71 -4.96 -1.26
O 3.19 -5.80 -1.96
O 4.80 -4.25 -1.56
C 5.39 -4.61 -2.81
H 3.32 -6.60 1.69
H 1.64 -7.12 1.45
H 2.83 -7.30 0.16
H 1.80 -4.65 1.30
H 1.36 -5.30 -0.28
H 4.66 -4.57 -3.62
H 5.83 -5.60 -2.75
H 6.18 -3.89 -3.02
C 2.29 -0.01 -9.45
C 3.21 -0.82 -8.56
O 3.97 0.02 -7.69
C 3.31 0.51 -6.63
O 2.15 0.29 -6.36
O 4.14 1.29 -5.94
C 3.53 1.96 -4.84
H 2.85 0.75 -9.99
H 1.78 -0.65 -10.17
H 1.53 0.51 -8.86
H 3.93 -1.36 -9.18
H 2.66 -1.57 -7.99
H 3.03 1.25 -4.18
H 2.82 2.71 -5.20
H 4.31 2.46 -4.28
C -4.03 3.53 7.01
C -2.85 2.58 6.91
O -2.20 2.69 5.64
C -1.41 3.76 5.49
O -1.20 4.61 6.32
O -0.90 3.74 4.25
C -0.11 4.88 3.92
H -4.71 3.38 6.17
H -4.58 3.37 7.94
H -3.71 4.57 6.97
H -3.21 1.55 6.98
H -2.14 2.74 7.73
H 0.67 5.04 4.66
H -0.75 5.76 3.84
H 0.35 4.70 2.96
C 1.87 7.93 -1.44
C 1.09 8.06 -2.73
O 1.26 6.90 -3.56
C 0.56 5.82 -3.20
O -0.18 5.74 -2.25
O 0.86 4.83 -4.04
C 0.25 3.58 -3.70
H 2.92 7.71 -1.65
H 1.80 8.85 -0.86
H 1.49 7.11 -0.83
H 1.47 8.90 -3.30
H 0.03 8.24 -2.55
H -0.83 3.68 -3.59
H 0.70 3.18 -2.79
H 0.45 2.88 -4.52
*
```



Density functional theory data (ωB97M-V/def2-TZVPD) for C20H28Cl2N2O2S4SiTi as an isolated structure.

For the energy, the calculation gives -4691.1375 Ha. As for the energy above the lowest of the compared OMol25 structures with the same formula, charge and spin: 43.9 kcal/mol.

ORCA input file:
```
! wB97M-V def2-TZVPD RIJCOSX def2/J DEFGRID3
* xyz -2 1
Ti 1.01 1.31 0.49
S 1.57 1.24 2.93
S 1.57 3.25 3.44
S -0.29 3.79 2.81
S -0.13 3.36 0.79
C 0.65 -3.17 -1.26
N 1.05 -1.79 -1.44
C 0.37 -1.23 -2.60
C 2.49 -1.70 -1.61
C 3.13 -0.37 -1.29
N 2.92 0.11 0.11
C 3.22 -0.97 1.06
C 3.90 1.21 0.32
H 0.92 -3.79 -2.14
H -0.43 -3.23 -1.13
H 1.13 -3.60 -0.38
H 0.69 -1.74 -3.52
H 0.56 -0.16 -2.71
H -0.71 -1.36 -2.49
H 2.77 -1.93 -2.65
H 2.96 -2.48 -1.00
H 2.86 0.43 -1.98
H 4.21 -0.49 -1.42
H 4.18 -1.43 0.81
H 2.44 -1.73 1.02
H 3.26 -0.56 2.07
H 4.91 0.84 0.14
H 3.81 1.59 1.33
H 3.74 1.99 -0.43
C -4.28 2.46 3.53
C -3.46 1.60 4.24
C -2.50 0.84 3.57
C -2.35 0.92 2.18
C -3.18 1.80 1.49
C -4.14 2.56 2.15
Si -1.04 -0.13 1.30
C -2.08 -1.29 0.22
C -2.31 -2.62 0.60
C -3.12 -3.46 -0.15
C -3.73 -2.99 -1.31
C -3.51 -1.68 -1.71
C -2.70 -0.85 -0.96
H -5.02 3.06 4.05
H -3.54 1.53 5.32
H -1.85 0.18 4.14
H -3.06 1.92 0.42
H -4.77 3.24 1.59
H -0.61 -1.06 2.40
H -1.85 -2.99 1.50
H -3.28 -4.48 0.17
H -4.36 -3.65 -1.90
H -3.97 -1.31 -2.62
H -2.52 0.17 -1.30
Cl 2.14 4.25 -4.09
C 1.99 3.33 -2.62
Cl 5.49 1.54 -2.80
C 1.01 2.40 -2.53
O 0.15 1.90 -3.25
O 1.08 1.80 -1.13
H 2.59 3.65 -1.79
*
```



Question: Among the records above, which one has the highest energy?
Answer: ClH8O5V



Question: energy of number 3 (C20H28Cl2N2O2S4SiTi)?
Answer: -4691.1375 Ha



Question: Look up the energy of the third one.
Answer: -4691.1375 Ha